# 1
DFT (the ωB97M-V functional and the def2-TZVPD basis) results for a structure of composition C3H3N2OS in a non-equilibrium geometry.

The geometry in ORCA input format:
```
! wB97M-V def2-TZVPD RIJCOSX def2/J DEFGRID3
* xyz 1 1
C -0.03 1.78 2.10
C 0.49 0.45 0.64
C -0.06 -1.28 -1.34
N 0.90 0.93 1.96
N -0.95 2.01 1.24
O -0.65 1.07 0.30
S 1.24 -0.83 -0.17
H 0.24 -2.22 -1.79
H -0.16 -0.51 -2.11
H -1.02 -1.40 -0.83
*
```

Calculated values
E_HOMO (spin up / spin down): -15.889 / -15.994 eV
energy relative to the best compared isomer or geometry (same formula, charge and spin): 6.259 eV
HOMO-LUMO gap (spin up / spin down): 6.70 / 9.44 eV

***

# 2
DFT (the ωB97M-V functional and the def2-TZVPD basis) results for an isolated molecule of C3H6N2O in a non-equilibrium geometry.

The geometry in ORCA input format:
```
! wB97M-V def2-TZVPD RIJCOSX def2/J DEFGRID3
* xyz 0 1
O 2.69 -0.02 -0.69
C 1.51 -0.08 -0.28
N 0.68 0.97 -0.01
C -0.74 0.67 -0.07
C -0.94 -0.73 0.50
N 1.23 -1.37 -0.07
H 1.00 1.85 -0.41
H -1.10 0.67 -1.11
H -1.31 1.41 0.48
H -0.61 -0.83 1.55
H -1.98 -1.06 0.39
H -0.43 -1.48 -0.27
*
```

Calculated values
E_HOMO (spin up / spin down): -9.765 / -9.765 eV
energy relative to the best compared isomer or geometry (same formula, charge and spin): 4.421 eV
HOMO-LUMO gap (spin up / spin down): 8.51 / 8.51 eV